No. 1
The following is a DFT calculation (the ωB97M-V functional and the def2-TZVPD basis) of a structure of composition C37H36BBr2F2N5OSSr.

## Properties
- gap between HOMO and LUMO (eV) = 6.71
- LUMO energy (eV) = -0.16
- molecular weight (g mol⁻¹) = 895.03

Geometry as ORCA input:
```
! RIJCOSX wB97M-V def2-TZVPD def2/J DEFGRID3
* xyz 0 1
Sr 0.096 -1.110 -1.190
C -1.085 -5.200 0.087
C -2.053 -4.178 -0.460
C -2.710 -3.291 0.401
C -2.547 -3.413 1.900
C -3.549 -2.294 -0.114
C -4.336 -1.438 0.852
C -3.733 -2.173 -1.498
C -4.601 -1.062 -2.048
C -3.159 -3.128 -2.350
C -3.469 -3.158 -3.829
C -2.317 -4.122 -1.833
C -1.719 -5.129 -2.782
H -0.717 -4.921 1.071
H -0.215 -5.292 -0.557
H -1.546 -6.189 0.172
H -1.738 -2.777 2.274
H -2.324 -4.434 2.200
H -3.453 -3.118 2.423
H -4.836 -0.605 0.367
H -3.713 -1.037 1.651
H -5.115 -2.038 1.331
H -4.390 -0.112 -1.555
H -5.666 -1.266 -1.907
H -4.431 -0.900 -3.108
H -4.352 -2.579 -4.085
H -3.650 -4.179 -4.160
H -2.635 -2.791 -4.434
H -1.122 -4.640 -3.554
H -2.505 -5.698 -3.285
H -1.071 -5.838 -2.283
Br 5.964 5.241 1.445
C 4.495 4.784 2.554
C 4.713 4.468 3.883
C 3.635 4.118 4.683
C 2.362 4.044 4.139
C 2.148 4.404 2.813
C 3.217 4.778 2.017
N 1.258 3.724 5.004
N 0.500 2.775 4.751
C 0.801 1.841 3.714
C 2.007 1.187 3.602
C 2.264 0.288 2.569
C 1.327 0.029 1.567
O 1.572 -0.696 0.533
C 0.022 0.640 1.736
N -0.923 0.352 0.795
C -2.098 0.927 0.882
C -2.454 1.810 1.917
C -1.527 2.109 2.874
C -0.239 1.527 2.805
H 5.714 4.498 4.292
H 3.781 3.878 5.728
H 1.147 4.376 2.402
H 3.061 5.055 0.983
H 2.785 1.378 4.330
H 3.226 -0.203 2.504
H -2.811 0.694 0.099
H -3.447 2.237 1.939
H -1.756 2.786 3.687
S 2.282 0.117 -3.414
C 3.302 0.443 -2.101
N 3.740 -0.572 -1.312
C 4.484 -0.418 -0.198
C 4.908 0.816 0.186
C 4.522 1.912 -0.606
C 3.745 1.735 -1.718
H 3.404 -1.512 -1.524
H 4.695 -1.329 0.342
H 5.506 0.939 1.076
H 4.843 2.910 -0.329
H 3.438 2.568 -2.334
Br -1.545 -0.217 -4.177
C -0.993 1.419 -3.384
C -1.157 2.613 -4.064
C -0.697 3.757 -3.437
C -0.108 3.661 -2.183
C -0.003 2.414 -1.598
N -0.442 1.301 -2.197
H -1.615 2.634 -5.042
H -0.796 4.718 -3.926
H 0.265 4.535 -1.670
H 0.455 2.281 -0.624
F 1.316 -4.767 -2.309
B 1.497 -3.517 -1.813
F 2.872 -3.381 -1.585
*
```

Löwdin population analysis, charges in e, atoms 1 to 4:
1. Sr 1.1758
2. C -0.0410
3. C -0.1853
4. C -0.1855


No. 2
The following is a DFT calculation (the ωB97M-V functional and the def2-TZVPD basis) of a cluster of 2 separate species, C4H13NS in total.

## Properties
- gap between HOMO and LUMO (alpha / beta) (eV) = 8.91 / 3.66
- LUMO energy (alpha / beta) (eV) = -3.33 / -8.55
- molecular weight (g mol⁻¹) = 107.22
- <S²> = 0.75

Geometry as ORCA input:
```
! RIJCOSX wB97M-V def2-TZVPD def2/J DEFGRID3
* xyz 1 2
C 2.382 0.295 0.436
S 2.538 -1.177 -0.524
C 1.026 -2.024 -0.176
H 1.634 0.993 0.039
H 3.381 0.712 0.513
H 2.041 0.011 1.440
H 0.980 -2.267 0.893
H 0.192 -1.364 -0.417
H 0.977 -2.928 -0.774
C -4.002 1.524 0.487
C -2.665 0.821 0.457
N -1.615 1.666 -0.145
H -4.771 0.833 0.829
H -4.012 2.369 1.185
H -4.253 1.935 -0.487
H -2.375 0.612 1.487
H -2.776 -0.131 -0.058
H -1.041 1.151 -0.798
H -2.050 2.436 -0.642
*
```

natural (NBO) population analysis, charges in e, atoms 1 to 4:
1. C -0.8373
2. S 0.9293
3. C -0.8286
4. H 0.3063


No. 3
The following is a DFT calculation (the ωB97M-V functional and the def2-TZVPD basis) of a cluster of 3 separate species, C31H27FO2 in total.

## Properties
- gap between HOMO and LUMO (eV) = 7.89
- SMILES = O=C1C=CC(=O)c2c1ccc(F)c2CCCc1ccccc1.c1ccccc1.c1ccccc1
- LUMO energy (eV) = -1.21
- molecular weight (g mol⁻¹) = 450.55

Geometry as ORCA input:
```
! RIJCOSX wB97M-V def2-TZVPD def2/J DEFGRID3
* xyz 0 1
O 6.025 -1.970 1.836
C 5.123 -1.812 1.041
C 4.815 -2.827 0.007
C 4.103 -2.494 -1.068
C 3.617 -1.103 -1.276
O 3.416 -0.701 -2.401
C 3.464 -0.257 -0.049
C 4.238 -0.613 1.070
C 4.178 0.127 2.240
C 3.326 1.216 2.319
C 2.558 1.534 1.216
F 1.719 2.582 1.311
C 2.574 0.828 0.018
C 1.588 1.218 -1.046
C 0.135 0.882 -0.660
C -0.231 -0.606 -0.869
C -0.519 -1.389 0.388
C 0.392 -1.470 1.443
C 0.100 -2.200 2.584
C -1.113 -2.869 2.701
C -2.026 -2.797 1.660
C -1.729 -2.064 0.520
H 5.241 -3.814 0.124
H 3.925 -3.182 -1.884
H 4.791 -0.147 3.087
H 3.239 1.819 3.212
H 1.804 0.697 -1.970
H 1.674 2.279 -1.269
H -0.078 1.171 0.370
H -0.509 1.499 -1.287
H -1.116 -0.663 -1.503
H 0.575 -1.093 -1.424
H 1.343 -0.957 1.389
H 0.826 -2.237 3.386
H -1.332 -3.430 3.598
H -2.976 -3.309 1.750
H -2.466 -2.015 -0.273
C 1.456 6.913 -3.131
C 0.449 7.197 -2.219
C 0.309 6.423 -1.075
C 1.178 5.367 -0.840
C 2.186 5.085 -1.752
C 2.325 5.855 -2.899
H 1.564 7.515 -4.024
H -0.228 8.021 -2.401
H -0.478 6.644 -0.365
H 1.072 4.763 0.052
H 2.867 4.263 -1.569
H 3.109 5.631 -3.611
C -7.006 -4.432 1.234
C -5.739 -4.763 0.774
C -5.110 -3.958 -0.166
C -5.745 -2.821 -0.643
C -7.012 -2.489 -0.183
C -7.642 -3.295 0.755
H -7.497 -5.059 1.966
H -5.241 -5.649 1.148
H -4.121 -4.218 -0.525
H -5.253 -2.192 -1.375
H -7.507 -1.601 -0.554
H -8.630 -3.036 1.113
*
```

natural (NBO) population analysis, charges in e, atoms 1 to 4:
1. O -0.5058
2. C 0.5233
3. C -0.2310
4. C -0.2249